1.
A cluster of 2 separate species, C3H11N4 in total in a non-equilibrium geometry, computed with ωB97M-V with the def2-TZVPD basis set.

The value obtained for the orbital gap is 9.35 eV. Its HOMO energy is -12.5 eV. The net charge is +1.

XYZ file:
```
18
C3H11N4 | OMol25 | ωB97M-V with the def2-TZVPD basis set
C 1.622 0.996 -2.338
N 0.460 0.538 -1.576
C 0.371 -0.754 -1.226
N -0.551 -1.229 -0.457
H 1.416 2.002 -2.705
H 2.541 1.039 -1.761
H 1.736 0.388 -3.236
H -0.395 1.063 -1.633
H 1.205 -1.406 -1.502
H -0.611 -2.233 -0.574
N -0.329 0.919 2.026
C -1.306 0.064 1.857
N -1.445 -1.022 2.576
H 0.496 0.728 2.587
H -0.258 1.699 1.389
H -2.044 0.259 1.093
H -2.240 -1.618 2.401
H -0.667 -1.433 3.078
```


2.
A structure of composition C14H10F2IrO5S4 in a non-equilibrium geometry, computed with ωB97M-V with the def2-TZVPD basis set.

The value obtained for the orbital gap (spin up / spin down) is 4.39 / 5.14 eV. As for the spin multiplicity: 2. The expectation value of S² is 0.87. Its HOMO energy (spin up / spin down) is -7.6 / -7.8 eV.

XYZ file:
```
36
C14H10F2IrO5S4 | OMol25 | ωB97M-V with the def2-TZVPD basis set
Ir -1.949 1.344 -0.658
O -3.805 -1.215 1.734
S -2.707 -0.691 1.010
O -1.460 -1.623 1.373
O -2.289 0.664 1.424
O -2.834 -0.695 -0.462
O 0.074 1.008 -1.251
C 0.639 0.088 -0.399
C 0.600 0.634 1.013
C 0.343 1.944 1.339
C 0.445 2.183 2.721
C 0.808 1.067 3.419
S 1.009 -0.299 2.404
C 2.110 -0.051 -0.736
C 2.880 -1.178 -0.790
C 4.187 -0.906 -1.232
C 4.384 0.420 -1.490
S 2.983 1.363 -1.204
C -0.046 -1.236 -0.607
C -0.595 -2.208 0.367
C -1.297 -3.244 -0.454
C -1.333 -3.003 -1.764
S -0.524 -1.538 -2.226
H 0.101 2.708 0.613
H 0.268 3.141 3.175
H 0.965 0.961 4.474
H 2.523 -2.159 -0.535
H 4.938 -1.662 -1.371
H 5.279 0.890 -1.845
H 0.187 -2.661 1.006
H -1.751 -4.093 0.023
H -1.788 -3.601 -2.530
F -2.380 4.224 -1.016
C -2.910 3.080 -1.569
F -4.246 3.144 -1.292
H -2.810 3.200 -2.663
```


3.
A structure of composition C36H48BN10OS3Sc in a non-equilibrium geometry, computed with ωB97M-V with the def2-TZVPD basis set.

The value obtained for the orbital gap is 3.47 eV. Its HOMO energy is 0.7 eV. The net charge is -2.

XYZ file:
```
100
C36H48BN10OS3Sc | OMol25 | ωB97M-V with the def2-TZVPD basis set
Sc -1.306 -0.093 -0.274
C 0.669 4.648 1.674
C 0.190 3.646 2.713
C -1.196 3.164 2.323
C 0.061 4.269 4.059
N 1.188 2.480 2.836
C 1.746 2.040 4.034
C 2.626 1.084 3.715
N 2.573 0.854 2.335
B 3.362 -0.393 1.662
N 2.558 -1.754 1.607
C 3.319 -2.890 1.504
C 2.450 -3.941 1.628
N 1.167 -3.430 1.752
C 1.258 -2.062 1.762
S 0.010 -0.980 2.077
C -0.061 -4.276 1.960
C -0.944 -4.238 0.733
C -0.837 -3.984 3.222
C 0.409 -5.732 2.096
N 3.976 0.139 0.278
C 4.331 1.450 0.168
C 4.458 1.745 -1.136
N 4.105 0.580 -1.862
C 3.968 -0.425 -0.949
S 4.107 -2.059 -1.373
C 4.201 0.487 -3.306
C 2.827 -0.097 -3.759
C 5.482 -0.248 -3.810
C 4.333 1.901 -3.795
C 1.640 1.673 1.821
S 1.115 1.731 0.248
H -0.100 5.397 1.669
H 0.742 4.147 0.706
H 1.711 5.060 1.894
H -1.865 3.971 2.313
H -1.583 2.414 3.003
H -1.197 2.751 1.358
H -0.738 5.017 3.897
H 0.978 4.800 4.319
H -0.257 3.469 4.780
H 1.552 2.371 5.049
H 3.244 0.426 4.332
H 4.252 -0.594 2.455
H 4.348 -2.795 1.413
H 2.757 -4.985 1.536
H -1.369 -3.293 0.501
H -1.708 -5.006 0.845
H -0.306 -4.531 -0.165
H -1.370 -3.070 3.044
H -0.185 -3.886 4.082
H -1.569 -4.870 3.443
H 1.084 -6.091 1.285
H -0.456 -6.447 2.181
H 0.925 -5.811 3.028
H 4.242 2.022 1.103
H 4.491 2.667 -1.547
H 2.631 -1.158 -3.490
H 2.610 0.020 -4.823
H 2.058 0.436 -3.095
H 5.475 -1.326 -3.556
H 6.396 0.302 -3.357
H 5.497 -0.203 -4.865
H 3.570 2.586 -3.421
H 4.215 1.861 -4.860
H 5.288 2.400 -3.541
N -4.729 1.909 1.508
C -4.766 0.720 2.317
C -3.660 -0.055 1.987
N -2.894 0.592 1.048
C -3.641 1.697 0.591
C -3.128 2.317 -0.483
N -1.988 1.735 -1.071
C -1.679 2.531 -2.189
C -2.514 3.594 -2.225
N -3.379 3.563 -1.084
H -4.531 2.704 2.015
H -5.586 0.498 3.028
H -3.395 -0.962 2.486
H -0.863 2.326 -2.838
H -2.430 4.450 -2.854
H -3.455 4.405 -0.498
C -2.427 -1.634 -1.379
C -3.791 -1.557 -1.977
C -4.789 -2.506 -1.789
C -6.011 -2.276 -2.346
C -6.249 -1.161 -3.141
C -5.338 -0.190 -3.246
C -4.069 -0.340 -2.688
H -4.665 -3.334 -1.093
H -6.839 -2.980 -2.181
H -7.240 -1.036 -3.652
H -5.578 0.683 -3.823
H -3.392 0.478 -2.627
C -1.201 -1.699 -3.624
C -1.322 -1.565 -2.131
O -0.141 -1.232 -1.536
H -0.238 -2.068 -3.935
H -1.221 -0.661 -3.989
H -1.996 -2.285 -4.041
```


4.
A cluster of 2 separate species, C6H10O in total, computed with ωB97M-V with the def2-TZVPD basis set.

The value obtained for the orbital gap (spin up / spin down) is 8.33 / 8.31 eV. Its HOMO energy (spin up / spin down) is -9.4 / -9.4 eV.

XYZ file:
```
17
C6H10O | OMol25 | ωB97M-V with the def2-TZVPD basis set
O 1.162 -1.316 1.485
C 1.542 -1.062 0.365
C 1.529 0.326 -0.242
C 0.465 1.241 0.373
C -0.836 1.216 -0.380
C -0.504 -1.957 -1.191
C -2.030 0.940 0.146
H 2.012 -1.840 -0.268
H 2.536 0.733 -0.070
H 1.406 0.231 -1.326
H 0.836 2.275 0.382
H 0.305 0.943 1.415
H -0.778 1.497 -1.434
H -1.029 -2.207 -2.138
H -1.092 -2.501 -0.421
H -2.941 1.006 -0.444
H -2.141 0.682 1.197
```


5.
A structure of composition C4H6AgO7 in a non-equilibrium geometry, computed with ωB97M-V with the def2-TZVPD basis set.

The value obtained for the orbital gap is 2.29 eV. Its HOMO energy is -1.9 eV. The net charge is -1.

XYZ file:
```
18
C4H6AgO7 | OMol25 | ωB97M-V with the def2-TZVPD basis set
O 2.707 -0.581 0.809
C 2.016 -1.065 -0.118
O 2.379 -1.194 -1.311
O 0.768 -1.462 0.240
O -2.018 -0.948 0.348
C -2.506 -0.066 -0.509
O -2.502 -0.165 -1.715
O -3.088 0.917 0.171
C -1.464 -2.159 -0.181
C -0.093 -1.952 -0.778
Ag 4.454 -0.265 -0.720
H -3.456 1.551 -0.458
H -2.139 -2.575 -0.940
H -1.419 -2.839 0.677
H -0.131 -1.246 -1.616
H 0.269 -2.919 -1.157
O -1.414 3.333 1.008
H -1.528 3.982 0.308
```


6.
The ion C10H15N4 with charge +1 in a non-equilibrium geometry, computed with ωB97M-V with the def2-TZVPD basis set.

The value obtained for the orbital gap (spin up / spin down) is 7.27 / 6.92 eV. Its HOMO energy (spin up / spin down) is -12.4 / -12.1 eV. The net charge is +1.

XYZ file:
```
29
C10H15N4 | OMol25 | ωB97M-V with the def2-TZVPD basis set
C 4.798 0.298 1.232
C 5.186 -0.149 -0.797
C 3.544 0.110 0.655
C 2.838 -0.493 -1.492
C -2.888 0.206 0.053
C -1.928 -0.703 0.943
C -2.202 0.182 -1.338
C -0.620 -0.099 1.143
C -0.749 0.747 -1.269
C 0.066 -0.046 -0.193
N 5.741 0.129 0.345
N 3.799 -0.098 -0.748
N 2.211 0.197 0.839
N 1.437 0.239 -0.201
H 5.067 0.750 2.174
H 5.680 -0.491 -1.672
H 2.580 -0.445 -2.498
H -3.783 -0.256 -0.061
H -3.092 1.287 0.362
H -2.454 -0.924 1.865
H -1.789 -1.568 0.329
H -2.112 -0.910 -1.530
H -2.658 0.713 -2.156
H -0.658 0.815 1.574
H -0.050 -0.906 1.772
H -0.284 0.514 -2.177
H -0.799 1.781 -1.061
H 0.050 -1.117 -0.442
H 1.956 0.447 1.849
```


What E values result from the calculations? In sequence: -9243.5957, -76524.8847, -108945.4130, -8425.9268, -22575.9136, -16560.4901 eV.